# 1
ORCA calculation (the ωB97M-V functional and the def2-TZVPD basis) on a gas-phase ion, C2H6N2O3P (charge -1) at a distorted geometry.

Geometry as XYZ:
```
14
C2H6N2O3P, DFT the ωB97M-V functional and the def2-TZVPD basis
C -0.700 0.741 -0.045
C 0.620 -1.296 -0.044
N -0.882 1.991 -0.117
N 0.505 0.169 -0.150
O -2.178 -0.754 1.449
O -3.269 0.977 -0.160
O -2.291 -1.258 -1.152
P -2.226 -0.314 -0.027
H 0.763 -1.403 1.022
H 1.536 -1.740 -0.362
H -0.356 -1.858 -0.343
H 0.010 2.591 -0.226
H -2.754 1.707 0.288
H 1.310 0.807 -0.332
```

Computed properties:
Total charge: -1
Energy above the lowest of the compared OMol25 structures with the same formula, charge and spin, eV: 1.285
Calculated total energy, eV: -20586.1578
LUMO, eV: 3.83
Gap between HOMO and LUMO, eV: 8.636

---

# 2
ORCA calculation (the ωB97M-V functional and the def2-TZVPD basis) on a single C3H7NO molecule at a distorted geometry.

Geometry as XYZ:
```
12
C3H7NO, DFT the ωB97M-V functional and the def2-TZVPD basis
C -0.899 -0.398 -0.390
C 0.293 -0.051 0.392
C 1.393 0.783 -0.208
H -2.153 0.106 1.057
H -0.719 -0.070 -1.426
H -1.153 -1.552 -0.294
H 0.128 0.230 1.464
H 1.901 1.457 0.548
H 1.373 1.027 -1.254
H 2.207 -0.797 0.790
N 1.556 -0.687 -0.025
O -2.149 0.301 0.066
```

Computed properties:
Energy above the lowest of the compared OMol25 structures with the same formula, charge and spin, eV: 2.697
Calculated total energy, eV: -6760.0536
LUMO, eV: 0.94
Gap between HOMO and LUMO, eV: 10.930

---

# 3
ORCA calculation (the ωB97M-V functional and the def2-TZVPD basis) on a molecular structure, C38H51BF3N4O3RbS3SbSi.

Geometry as XYZ:
```
106
C38H51BF3N4O3RbS3SbSi, DFT the ωB97M-V functional and the def2-TZVPD basis
Rb 0.576 0.540 -0.064
C -1.035 3.024 -3.138
N 0.347 2.812 -2.768
C 1.263 2.061 -3.490
C 2.428 2.134 -2.814
N 2.237 2.918 -1.695
B 3.364 3.252 -0.656
N 3.156 2.370 0.628
C 2.735 2.859 1.850
C 2.691 1.834 2.724
N 3.095 0.709 2.030
C 3.168 -0.619 2.605
C 3.368 1.038 0.737
S 3.755 -0.070 -0.513
C 0.947 3.335 -1.662
S 0.151 4.232 -0.456
H -1.113 3.003 -4.224
H -1.356 3.989 -2.753
H -1.682 2.253 -2.715
H 1.002 1.569 -4.409
H 3.383 1.684 -3.012
H 4.418 2.976 -1.176
H 3.276 4.402 -0.307
H 2.497 3.899 1.973
H 2.411 1.789 3.761
H 3.734 -0.574 3.536
H 3.671 -1.271 1.895
H 2.166 -0.994 2.805
C -3.366 0.326 -1.662
C -3.734 -0.571 -0.488
C -3.896 -2.010 -0.949
C -5.013 -0.071 0.171
O -2.620 -0.497 0.403
Si -2.522 -0.759 2.047
S -0.547 -0.794 2.580
O -3.458 0.375 2.815
C -3.184 1.749 3.131
C -2.409 2.434 2.012
C -2.403 1.794 4.438
C -4.547 2.402 3.302
O -3.379 -2.156 2.276
C -3.883 -2.766 3.466
C -3.765 -4.268 3.280
C -3.093 -2.326 4.693
C -5.344 -2.352 3.596
H -4.133 0.300 -2.440
H -2.423 -0.012 -2.100
H -3.242 1.356 -1.324
H -4.745 -2.103 -1.631
H -4.055 -2.659 -0.088
H -2.996 -2.331 -1.477
H -5.829 -0.083 -0.557
H -4.881 0.947 0.534
H -5.293 -0.696 1.018
H -1.403 2.024 1.932
H -2.316 3.505 2.205
H -2.916 2.306 1.054
H -1.459 1.262 4.326
H -2.981 1.319 5.233
H -2.198 2.827 4.729
H -5.099 2.392 2.361
H -4.442 3.438 3.630
H -5.128 1.854 4.046
H -2.721 -4.549 3.150
H -4.314 -4.585 2.392
H -4.165 -4.800 4.146
H -2.038 -2.581 4.587
H -3.494 -2.827 5.579
H -3.167 -1.250 4.841
H -5.902 -2.671 2.714
H -5.413 -1.267 3.677
H -5.804 -2.802 4.479
F -3.371 -8.320 1.196
C -2.640 -7.204 0.957
C -1.526 -6.959 1.728
C -0.783 -5.810 1.474
C -1.157 -4.912 0.480
C -2.285 -5.212 -0.284
C -3.034 -6.357 -0.058
Sb -0.074 -3.124 -0.016
C 1.645 -3.589 1.163
C 1.505 -3.652 2.552
C 2.581 -3.961 3.372
C 3.808 -4.182 2.779
F 4.868 -4.476 3.571
C 3.999 -4.101 1.416
C 2.904 -3.805 0.613
C 0.691 -3.981 -1.848
C 1.034 -5.326 -2.002
C 1.495 -5.821 -3.213
C 1.608 -4.946 -4.276
F 2.055 -5.424 -5.463
C 1.283 -3.611 -4.177
C 0.822 -3.142 -2.950
H -1.247 -7.655 2.508
H 0.101 -5.632 2.071
H -2.596 -4.549 -1.081
H -3.911 -6.592 -0.647
H 0.549 -3.427 3.010
H 2.484 -4.010 4.448
H 4.986 -4.249 1.001
H 3.051 -3.738 -0.459
H 0.935 -6.007 -1.164
H 1.760 -6.861 -3.345
H 1.392 -2.964 -5.036
H 0.566 -2.090 -2.867
```

Computed properties:
Total charge: -1
Calculated total energy, eV: -108753.4819
LUMO, eV: 1.84
Gap between HOMO and LUMO, eV: 6.731

---

Number 1: HOMO -4.81 eV. Number 2: HOMO -9.99 eV. Number 3: HOMO -4.89 eV.